1.
ORCA calculation (ωB97M-V/def2-TZVPD) on C14H26CdF6O7 as an isolated structure.

Each line ends with the natural charge from an NBO analysis.
Atoms and positions in Å:
Cd  1.10788  -0.50102  0.67557  1.67
C  -2.74407  2.34339  0.33488  0.30
O  -2.60640  3.18172  -0.83499  -0.57
O  -1.65179  1.42391  0.30324  -0.98
C  -2.85617  3.45314  1.42864  0.93
F  -3.83856  4.25607  1.09288  -0.33
F  -3.10854  3.00540  2.67079  -0.34
F  -1.83834  4.42812  1.56144  -0.37
C  -3.26193  2.72688  -2.05754  -0.07
C  -2.56074  3.48182  -3.20322  -0.63
H  -2.96023  4.41336  -3.60418  0.21
H  -1.52609  3.67886  -2.92258  0.21
H  -2.43733  2.77568  -4.02434  0.20
H  -4.31406  3.00991  -2.02573  0.17
H  -3.16601  1.64829  -2.18237  0.18
H  -3.75398  1.93723  0.27822  0.12
C  0.95676  -4.29742  0.25593  0.32
O  -0.21379  -3.47306  -0.06490  -0.59
O  1.86510  -3.33677  0.50955  -0.85
C  0.38514  -5.34346  1.42857  0.90
F  0.02234  -4.87287  2.62026  -0.33
F  -0.68797  -6.12426  0.99484  -0.37
F  1.30213  -6.18513  1.67894  -0.32
C  -1.45009  -3.93148  -0.64239  -0.07
C  -1.42323  -4.86055  -1.86656  -0.65
H  -0.73993  -4.46622  -2.61870  0.20
H  -1.02166  -5.79416  -1.47261  0.22
H  -2.36768  -4.96603  -2.40039  0.22
H  -2.10131  -3.08991  -0.87853  0.18
H  -1.94122  -4.32698  0.24669  0.18
H  1.45715  -4.92679  -0.48001  0.15
C  2.06539  -0.63129  -2.66465  -0.26
O  1.93985  0.12197  -1.43966  -0.64
C  2.24926  1.51245  -1.70203  -0.07
C  2.21722  2.35708  -0.39710  -0.11
O  2.59495  1.55929  0.68465  -0.58
C  2.92160  2.30449  1.88331  -0.08
C  2.70722  1.33585  3.09563  -0.09
O  1.66324  0.46314  2.70014  -0.65
C  0.74364  0.14872  3.83918  -0.27
H  2.95287  -0.33803  -3.22542  0.19
H  1.07287  -0.52997  -3.10369  0.20
H  2.16382  -1.68692  -2.41153  0.22
H  1.43063  1.88546  -2.31751  0.20
H  3.17663  1.55560  -2.27318  0.18
H  1.26089  2.86932  -0.29162  0.22
H  2.82583  3.20158  -0.72038  0.19
H  2.16200  3.08390  1.94348  0.20
H  3.90412  2.77606  1.86430  0.20
H  2.50259  1.81251  4.05428  0.21
H  3.43707  0.54585  3.27265  0.20
H  0.22852  1.09159  4.02288  0.21
H  1.32561  -0.15021  4.71098  0.19
H  -0.07121  -0.55612  3.67389  0.23

As for the LUMO energy: -2.2 eV. As for the energy above the lowest of the compared OMol25 structures with the same formula, charge and spin: 6.807 eV. The value obtained for the HOMO energy is -7.425 eV.


2.
ORCA calculation (ωB97M-V/def2-TZVPD) on C14H26CrN6O2S as an isolated structure.

Each line ends with the Löwdin spin population.
Atoms and positions in Å:
Cr  -0.85867  1.11989  -0.10681  2.95
N  1.21301  -3.38366  1.89133  0.00
C  0.24832  -2.27303  1.48831  0.00
C  -0.25135  -1.59870  2.75930  0.00
C  -1.43451  -0.65408  2.53875  0.00
N  -1.01937  0.67250  1.96233  -0.01
C  -2.53378  -1.29096  1.69764  0.00
C  -2.02839  -1.92079  0.40621  0.00
N  -1.65006  -0.85990  -0.58039  0.00
C  -0.87664  -2.89229  0.66924  0.00
H  2.00532  -3.02637  2.43356  0.00
H  1.59395  -3.87629  1.07804  0.00
H  0.74432  -4.08652  2.47353  0.00
H  0.85473  -1.58945  0.88857  0.00
H  0.56339  -1.08225  3.27493  0.00
H  -0.60874  -2.36941  3.45079  0.00
H  -1.83939  -0.43897  3.52907  0.00
H  -0.22068  1.01876  2.49215  0.00
H  -1.77200  1.31339  2.21489  0.00
H  -3.31940  -0.56304  1.48497  0.00
H  -3.00860  -2.07202  2.29562  0.00
H  -2.83889  -2.50196  -0.03686  0.00
H  -2.52859  -0.45354  -0.91470  0.00
H  -1.26422  -1.30659  -1.41007  0.00
H  -0.49630  -3.30530  -0.26930  0.00
H  -1.30303  -3.73372  1.22559  0.00
C  -1.01639  2.54283  -4.14248  0.00
C  -0.41353  1.67009  -3.10102  0.01
O  -1.02294  1.50499  -2.00436  0.03
N  0.74323  1.06940  -3.32301  0.01
C  1.36379  0.16174  -2.36521  0.00
C  2.00383  0.87855  -1.20396  0.01
C  3.34846  1.19754  -1.25082  0.00
C  3.92542  1.92401  -0.21934  0.01
C  3.12546  2.32362  0.83743  0.00
C  1.79093  1.97259  0.82276  0.01
N  1.22635  1.24318  -0.15787  -0.01
H  -2.07243  2.29720  -4.24429  0.00
H  -0.52172  2.45938  -5.10697  0.00
H  -0.94734  3.57613  -3.79391  0.00
H  1.19130  1.21997  -4.21605  0.00
H  2.11746  -0.41070  -2.90154  0.00
H  0.61286  -0.54754  -2.01641  0.00
H  3.94065  0.88821  -2.10202  0.00
H  4.97448  2.18790  -0.25091  0.00
H  3.51408  2.91656  1.65315  0.00
H  1.13155  2.33393  1.59924  0.00
O  -2.89890  1.60248  0.02001  0.00
S  -2.48657  3.06241  0.21055  0.04
N  -1.00044  3.07987  0.32038  -0.05

Its net charge is +3. As for the LUMO energy (alpha / beta): -9.3 / -9.7 eV. Its spin multiplicity is 4. As for the energy above the lowest of the compared OMol25 structures with the same formula, charge and spin: 0.000 eV. The value obtained for the HOMO energy (alpha / beta) is -19.017 / -19.015 eV.


3.
ORCA calculation (ωB97M-V/def2-TZVPD) on C14H26N2O4Ti as an isolated structure.

Each line ends with the Löwdin spin population.
Atoms and positions in Å:
Ti  -0.40128  0.37224  -0.26514  2.32
O  0.98708  -3.64852  -2.87212  0.00
C  1.35714  -3.59001  -1.49295  0.00
C  1.00670  -2.33175  -0.60100  0.01
O  1.40124  -1.00079  -0.84644  0.02
H  2.38524  -3.94717  -1.43342  0.00
H  0.85214  -4.45208  -1.05717  0.00
H  1.01647  -2.52034  0.47253  0.00
H  -0.07123  -2.20473  -0.70111  0.01
N  0.43360  3.06548  -0.96603  0.07
C  0.74167  2.10524  -1.85110  0.03
C  -0.35329  1.77937  -2.64229  0.02
C  -1.39578  2.54601  -2.15304  0.02
C  -0.89200  3.38258  -1.13207  0.04
H  1.14647  3.54650  -0.43639  0.00
H  1.73359  1.67919  -1.88244  0.00
H  -0.39638  1.06857  -3.45427  0.00
H  -2.40478  2.48339  -2.53303  0.00
H  -1.38712  4.12811  -0.52756  0.00
N  -1.43350  -0.62551  2.41320  0.13
C  -0.07649  -0.29181  2.32224  0.11
C  0.04031  1.10528  2.23336  0.05
C  -1.25137  1.65603  2.14323  0.02
C  -2.11607  0.55462  2.24909  0.05
H  -1.92251  -1.49258  2.58402  0.01
H  0.69212  -1.05048  2.31312  0.01
H  0.91372  1.73254  2.13284  0.01
H  -1.41509  2.71158  1.98386  0.00
H  -3.19446  0.53787  2.30528  0.00
C  -4.51992  -1.35714  -0.85394  0.00
C  -3.70763  -0.05366  -1.00195  0.01
O  -2.37223  -0.24735  -1.32991  0.05
H  -4.33691  -1.93671  0.05088  0.00
H  -4.36697  -1.97541  -1.73850  0.00
H  -5.60044  -1.22234  -0.90287  0.00
H  -3.79125  0.44221  -0.03489  0.00
H  -4.23811  0.66722  -1.62407  0.00
H  -2.34667  -1.00593  -1.91773  0.00
C  5.16612  0.29635  1.91881  0.00
C  4.07476  -0.56432  1.26714  0.00
O  3.09924  0.39552  0.85058  0.00
H  5.78465  -0.27036  2.61476  0.00
H  4.67673  1.00367  2.58836  0.00
H  5.78539  0.88912  1.24558  0.00
H  3.64623  -1.31638  1.92962  0.00
H  4.55573  -1.03537  0.40988  0.00
H  2.49512  -0.00796  0.22302  0.00

Its net charge is -1. As for the LUMO energy (alpha / beta): 2.3 / 2.3 eV. Its spin multiplicity is 4. The value obtained for the HOMO energy (alpha / beta) is -1.581 / -1.618 eV.


4.
ORCA calculation (ωB97M-V/def2-TZVPD) on one molecule with the formula C14H26N4O8S2.

Each line ends with the natural charge from an NBO analysis.
Atoms and positions in Å:
C  -4.13947  -0.66743  1.10076  -0.64
C  -3.67346  -0.00525  2.39219  -0.22
N  -2.23497  -0.01119  2.58689  -0.70
C  -1.35194  0.86907  1.90089  0.21
O  -1.39007  0.83773  0.49476  -0.54
C  -0.87117  -0.35386  -0.08260  0.29
O  -1.09990  -0.31452  -1.44778  -0.49
C  -0.29390  0.54361  -2.21916  0.23
C  0.97938  0.96064  -1.45172  0.20
O  1.44910  -0.21318  -0.77407  -0.52
C  0.62598  -0.49963  0.29922  0.33
O  0.96654  0.41496  1.33367  -0.52
C  0.07821  0.51330  2.40939  0.22
N  0.02625  -0.68873  3.19644  -0.70
C  0.60675  -0.66882  4.53194  -0.21
C  -0.12554  0.23806  5.51430  -0.64
S  -1.46230  -1.41755  3.02717  2.45
O  -1.40048  -2.37547  1.96777  -0.94
O  -1.98049  -1.87705  4.27032  -0.93
N  1.89402  1.41862  -2.42570  -0.68
C  3.32098  1.36462  -2.14626  -0.22
C  4.02646  2.41488  -2.98925  -0.61
S  1.41097  0.84841  -3.94936  2.42
O  2.44223  0.09423  -4.58271  -0.93
O  0.87435  1.95452  -4.66597  -0.92
N  0.13527  -0.11345  -3.43644  -0.67
C  0.44311  -1.53924  -3.38526  -0.23
C  0.31315  -2.12151  -4.78417  -0.61
H  -3.78659  -1.69523  1.06368  0.22
H  -5.22608  -0.66631  1.06642  0.22
H  -3.75972  -0.13103  0.23482  0.22
H  -4.00216  1.03705  2.43337  0.21
H  -4.07058  -0.54046  3.25833  0.22
H  -1.61615  1.90911  2.13356  0.21
H  -1.43427  -1.22419  0.27437  0.22
H  -0.86445  1.43239  -2.52539  0.20
H  0.77474  1.73835  -0.70140  0.21
H  0.84770  -1.52767  0.61438  0.20
H  0.49350  1.33454  3.00316  0.21
H  0.56066  -1.70040  4.88135  0.22
H  1.65384  -0.37554  4.42430  0.21
H  -1.15345  -0.09702  5.61626  0.23
H  0.36215  0.18544  6.48397  0.22
H  -0.12066  1.27301  5.18015  0.20
H  3.71097  0.36818  -2.38017  0.21
H  3.45383  1.55450  -1.07951  0.21
H  3.63113  3.40211  -2.76744  0.21
H  5.09388  2.39919  -2.78488  0.21
H  3.85832  2.20307  -4.04138  0.22
H  1.45521  -1.69985  -2.99771  0.20
H  -0.27762  -2.00092  -2.70885  0.22
H  0.47819  -3.19542  -4.75072  0.21
H  -0.68017  -1.92292  -5.17593  0.21
H  1.04868  -1.66578  -5.43999  0.23

As for the LUMO energy: 0.4 eV. As for the energy above the lowest of the compared OMol25 structures with the same formula, charge and spin: 0.211 eV. As for the SMILES: CCN1[C@@H]2O[C@H]3O[C@H]4[C@@H](O[C@H]3O[C@@H]2N(CC)S1(=O)=O)N(CC)S(=O)(=O)N4CC. The value obtained for the HOMO energy is -9.620 eV.


5.
ORCA calculation (ωB97M-V/def2-TZVPD) on C14H27AgCl12Ni2O8P as an isolated structure.

Each line ends with the Löwdin spin population.
Atoms and positions in Å:
Ag  2.79430  -1.35743  -1.67593  0.01
Ni  2.23897  0.06677  2.10803  1.74
Ni  1.83754  -2.80841  1.07042  1.79
P  0.85950  -0.45813  -0.01536  0.02
O  0.91819  0.75511  0.93446  0.07
O  0.40733  -1.80382  0.48970  0.05
O  2.30795  -0.86919  0.38495  0.20
O  1.11939  -0.29157  -1.53444  0.02
C  3.56526  -4.66399  -1.11078  0.01
O  2.93176  -3.44354  -0.69825  0.04
H  3.50944  -5.46165  -0.37002  0.00
H  3.09692  -5.01295  -2.03109  0.00
H  4.61155  -4.50402  -1.37113  0.00
C  2.86709  -1.99741  3.41247  0.54
O  3.44625  -0.93379  3.41542  0.22
O  1.74562  -1.77112  2.98602  0.58
O  3.16899  -2.80985  2.54260  0.66
Cl  -3.07616  1.59572  0.47179  0.00
C  -1.69902  2.70501  0.04566  0.00
C  -2.00768  4.17488  0.15343  0.00
Cl  -2.12300  4.77055  1.86918  0.00
H  -1.45080  2.40000  -0.97093  0.00
H  -0.85411  2.46582  0.69142  0.00
H  -2.92998  4.20772  -0.42655  0.00
H  -1.23668  4.76305  -0.34427  0.00
Cl  -0.99940  3.15666  -4.64787  0.00
C  -1.21738  1.39854  -5.05672  0.00
C  -0.08087  0.46680  -4.56739  0.00
Cl  1.41409  0.61021  -5.54408  0.00
H  -1.23983  1.31039  -6.14292  0.00
H  -2.18419  1.07452  -4.67149  0.00
H  -0.50039  -0.53874  -4.59890  0.00
H  0.11421  0.69614  -3.51980  0.00
Cl  -3.02185  -2.17106  -3.46806  0.00
C  -2.12377  -1.82618  -1.98889  0.00
C  -2.07236  -3.23700  -1.25884  0.00
Cl  -1.09745  -4.41404  -2.10815  0.00
H  -2.57410  -0.98639  -1.45969  0.00
H  -1.09430  -1.53565  -2.19835  0.00
H  -3.01505  -3.73766  -1.03803  0.00
H  -1.56993  -3.23717  -0.29154  0.00
Cl  3.74715  1.35505  -2.21290  0.00
C  2.90523  2.92232  -2.60101  0.00
C  1.57387  3.06879  -1.79785  0.00
Cl  0.81551  4.59573  -2.09392  0.00
H  2.93541  3.03188  -3.68507  0.00
H  3.55826  3.66217  -2.13811  0.00
H  1.86223  2.94456  -0.75405  0.00
H  0.86604  2.26931  -2.01674  0.00
Cl  -2.61726  -4.32269  3.36155  0.00
C  -1.47475  -3.00030  3.81157  0.00
C  -1.74985  -1.68817  2.95630  0.00
Cl  -3.17526  -0.86297  3.62135  0.00
H  -0.46276  -3.39346  3.71462  0.00
H  -1.53043  -2.75352  4.87181  0.00
H  -1.92967  -1.99495  1.92594  0.00
H  -0.92472  -0.99783  3.13147  0.00
Cl  0.70357  1.14042  3.92283  0.03
C  -0.75982  1.99682  3.42013  0.00
C  -1.66435  2.52639  4.57795  0.00
Cl  -1.15091  3.94581  5.58123  0.00
H  -1.35097  1.32993  2.79251  0.00
H  -0.48841  2.80195  2.73734  0.00
H  -1.90908  1.71488  5.26327  0.00
H  -2.56484  2.96060  4.14356  0.00

Its net charge is -1. As for the LUMO energy (alpha / beta): 2.1 / 1.6 eV. Its spin multiplicity is 7. The value obtained for the HOMO energy (alpha / beta) is -2.910 / -5.799 eV.


6.
ORCA calculation (ωB97M-V/def2-TZVPD) on C14H27AlNO3 as an isolated structure.

Each line ends with the natural charge from an NBO analysis.
Atoms and positions in Å:
C  3.36271  -0.36970  2.79575  -0.62
C  3.58982  -0.07481  1.31740  -0.40
C  3.57746  -1.30421  0.43100  -0.41
C  2.19457  -2.03093  0.33628  -0.42
C  1.66579  -1.99744  -1.09198  -0.38
C  0.83258  -0.74566  -1.52472  -0.45
C  0.78877  0.36469  -0.49969  -0.28
C  -0.43899  1.39212  -0.83900  0.36
N  -1.74087  0.80412  -0.84027  -0.19
C  -2.62636  1.08980  0.22077  -0.29
C  -3.98587  0.44351  -0.07797  -0.40
C  -4.44886  -0.62601  0.88250  -0.40
C  -4.25545  -2.03586  0.22024  -0.55
C  -0.23000  2.35405  -2.09628  -0.06
O  -0.53160  3.62701  -1.59264  -0.43
C  -0.08616  3.64234  -0.31970  0.94
O  0.42968  4.50135  0.33077  -0.38
O  -0.33302  2.31198  0.16374  -0.46
H  4.30345  -0.51753  3.30234  0.26
H  2.93671  0.51389  3.25133  0.23
H  2.68141  -1.18981  2.97338  0.22
H  4.59416  0.34766  1.23732  0.25
H  2.90684  0.73361  1.00462  0.13
H  3.96285  -1.10455  -0.56612  0.18
H  4.28512  -1.99720  0.86195  0.27
H  2.39120  -3.07084  0.55659  0.27
H  1.49093  -1.69785  1.08804  0.20
H  1.02213  -2.86240  -1.22661  0.26
H  2.50503  -2.14628  -1.75171  0.24
H  1.31099  -0.34767  -2.42144  0.22
H  -0.14333  -1.06866  -1.85987  0.22
H  1.75178  0.93909  -0.58907  0.13
H  0.59446  0.06538  0.51864  0.27
H  -1.72117  -0.21627  -0.93574  0.45
H  -2.78472  2.16349  0.36685  0.32
H  -2.24987  0.58374  1.13768  0.37
H  -4.73142  1.26524  0.00950  0.37
H  -4.04558  0.09881  -1.10846  0.26
H  -4.02028  -0.54689  1.87144  0.24
H  -5.52465  -0.51963  1.00944  0.29
H  -4.99050  -2.20793  -0.54589  0.25
H  -3.25151  -2.12444  -0.17969  0.18
H  -4.40913  -2.77665  0.99986  0.28
H  -0.80240  2.15605  -2.98535  0.27
H  0.83533  2.40055  -2.30766  0.17
Al  3.33802  1.78078  -1.52762  1.03

Its net charge is +3. As for the LUMO energy: -16.7 eV. The value obtained for the HOMO energy is -19.800 eV.


Which DFT total energy belongs to each record? In order, -50132.971; -67209.613; -49218.806; -58948.890; -276977.647; -29147.804 eV.
Which molar mass belongs to each record? In order, 532.76; 394.46; 334.24; 442.52; 1005.03; 284.36 g mol⁻¹.